(1)
{"formula": "C53H55EuNP2Si3", "method": "ωB97M-V/def2-TZVPD", "species": ["Eu", "C", "Si", "C", "C", "C", "C", "C", "C", "P", "C", "C", "C", "C", "C", "C", "C", "C", "C", "C", "C", "C", "C", "C", "C", "C", "C", "C", "P", "C", "C", "C", "C", "C", "C", "C", "C", "C", "C", "C", "C", "H", "H", "H", "H", "H", "H", "H", "H", "H", "H", "H", "H", "H", "H", "H", "H", "H", "H", "H", "H", "H", "H", "H", "H", "H", "H", "H", "H", "H", "H", "H", "C", "Si", "C", "C", "C", "C", "C", "C", "C", "Si", "C", "C", "H", "H", "H", "H", "H", "H", "H", "H", "H", "H", "H", "H", "H", "H", "H", "H", "C", "C", "C", "C", "C", "C", "N", "H", "H", "H", "H", "H", "H", "H", "H"], "positions_angstrom": [[-0.03584, 0.70932, -1.08141], [-1.67931, -4.57429, -0.50666], [-0.95314, -2.76848, -0.38509], [-1.04616, -2.50466, 1.50968], [-2.23767, -3.07086, 1.97857], [-2.38039, -3.38393, 3.35471], [-1.35444, -3.13057, 4.21042], [-0.27844, -2.41381, 3.76941], [-0.08935, -2.02705, 2.48688], [1.28724, -0.87273, 2.17795], [1.17024, 0.24905, 3.60641], [2.19162, 0.40967, 4.61145], [1.92776, 1.27345, 5.67325], [0.72535, 1.98300, 5.81607], [-0.24376, 1.77632, 4.82141], [-0.06720, 0.86610, 3.79570], [2.80366, -1.73982, 2.55976], [4.02699, -1.07635, 2.60269], [5.23985, -1.75123, 2.85980], [5.26105, -3.16016, 2.91624], [4.05729, -3.81246, 2.90777], [2.85129, -3.14870, 2.75027], [-2.27271, -1.61578, -1.37304], [-3.25770, -2.20728, -2.17641], [-4.40884, -1.49448, -2.56085], [-4.51246, -0.18605, -2.09980], [-3.49214, 0.42589, -1.40732], [-2.33536, -0.28409, -1.04764], [-1.48072, 3.53597, 0.38999], [-0.98829, 5.03670, 1.20953], [-0.63433, 5.08779, 2.61823], [-0.23780, 6.34353, 3.12268], [0.10689, 7.38071, 2.22705], [-0.19965, 7.29404, 0.86920], [-0.83685, 6.17402, 0.38395], [-2.67265, 2.90126, 1.61305], [-2.86156, 1.53733, 1.64672], [-3.86253, 0.97524, 2.43515], [-4.74642, 1.79345, 3.16377], [-4.58715, 3.17392, 3.06299], [-3.58289, 3.73911, 2.27389], [-2.70328, -4.69450, -0.14195], [-1.10288, -5.31380, 0.01612], [-1.67350, -4.89922, -1.56807], [-3.06485, -3.32022, 1.38784], [-3.35442, -3.71066, 3.67268], [-1.50372, -3.54332, 5.22820], [0.50510, -2.22793, 4.50939], [3.05115, -0.22315, 4.57046], [2.69416, 1.34683, 6.48765], [0.50130, 2.63624, 6.62612], [-1.21637, 2.30165, 4.99207], [-0.91495, 0.65208, 3.17657], [4.06857, -0.02511, 2.46666], [6.12546, -1.15976, 3.07327], [6.14718, -3.68780, 3.11997], [3.99080, -4.89674, 2.97434], [1.93324, -3.70677, 2.62584], [-3.12464, -3.22893, -2.54306], [-5.21725, -2.06927, -3.09098], [-5.37513, 0.43000, -2.37681], [-3.59632, 1.44142, -1.12698], [-0.84741, 4.18238, 3.21079], [-0.10258, 6.46161, 4.16590], [0.40342, 8.34740, 2.61247], [0.19906, 8.03028, 0.15605], [-1.17882, 6.05330, -0.66919], [-2.25202, 0.88055, 1.06362], [-3.83212, -0.11329, 2.57964], [-5.59284, 1.30406, 3.63496], [-5.24736, 3.79574, 3.63807], [-3.42829, 4.79470, 2.28718], [2.16349, -1.40378, -1.81313], [1.06395, -2.86309, -1.47033], [2.32344, -4.19340, -0.84959], [0.53030, -3.54126, -3.16183], [0.60537, -4.90025, -3.38816], [0.31677, -5.46218, -4.64117], [-0.23983, -4.65049, -5.57959], [-0.35658, -3.29020, -5.38801], [0.05943, -2.67439, -4.18923], [0.00098, -0.75900, -4.14709], [-1.46816, -0.38684, -5.36367], [1.59612, -0.20903, -5.11025], [2.99268, -1.62243, -2.51213], [2.64155, -0.92248, -0.96167], [1.67704, -0.54888, -2.28660], [2.90369, -4.49674, -1.70732], [1.91237, -5.08396, -0.37785], [3.04856, -3.83207, -0.13713], [0.91037, -5.57860, -2.61302], [0.65434, -6.48873, -4.73654], [-0.43572, -4.98258, -6.60152], [-0.75299, -2.64762, -6.13755], [-2.35373, -0.97917, -5.15296], [-1.25399, -0.48009, -6.43103], [-1.72761, 0.67723, -5.23999], [2.41651, -0.85973, -4.82141], [1.99692, 0.81783, -4.84388], [1.41462, -0.24615, -6.16301], [-0.43668, 3.28514, -3.57779], [0.99974, 3.28405, -3.20790], [2.05570, 4.07560, -3.64361], [3.17146, 3.80939, -2.88108], [2.73457, 2.89526, -1.85432], [3.53481, 2.49712, -0.71733], [1.45662, 2.49943, -2.11084], [-0.68338, 3.72910, -4.52906], [-1.10180, 3.68363, -2.74248], [-0.62534, 2.20350, -3.57861], [2.04277, 4.74262, -4.48849], [4.13134, 4.36082, -2.98594], [3.67037, 3.21633, 0.10275], [4.59328, 2.52436, -1.09160], [3.21248, 1.52089, -0.41328]], "atomic_forces_ev_per_a": [[0.5, 0.7, -0.1], [0.2, 0.3, -1.1], [-2.2, 0.4, -0.8], [0.2, 0.7, 0.0], [1.4, 0.2, 2.7], [-0.7, 0.8, -2.1], [-1.2, -1.1, 1.5], [1.3, -0.4, 2.3], [-0.9, -0.7, -1.8], [-0.3, 0.8, -1.3], [0.4, -0.2, 1.6], [-2.4, 0.5, -1.0], [0.9, 0.1, 1.3], [0.3, -1.2, -2.0], [-0.9, 0.7, 1.6], [0.6, 0.6, 0.2], [0.8, -2.1, 0.2], [1.0, -0.9, 0.3], [-0.8, -0.4, -0.2], [-0.6, 2.1, 0.7], [-1.0, -0.9, -0.4], [-0.2, 1.2, -0.7], [0.5, -1.8, 0.5], [-0.4, -0.4, -0.3], [0.4, -1.2, 0.3], [-1.1, 0.5, -0.9], [0.5, -1.4, -0.3], [-0.1, 1.2, 1.1], [-0.2, -1.1, -0.2], [0.6, 0.4, 1.0], [-0.9, 1.4, -1.6], [0.2, -1.1, -1.6], [-1.0, 0.1, 0.4], [0.8, 0.2, -0.2], [0.0, -1.1, -0.2], [0.1, 1.1, -1.3], [-1.0, -0.7, 1.2], [0.3, 0.1, 0.5], [0.5, -0.8, -1.0], [0.2, -0.1, -0.1], [-0.2, -1.3, 1.3], [0.1, 0.4, -0.1], [0.6, -0.3, 0.5], [0.0, 0.3, 0.4], [-0.7, -0.2, -1.2], [-0.1, -0.5, 0.3], [0.7, 0.7, -0.4], [-0.2, 0.3, -0.2], [0.5, 0.1, 0.1], [-0.7, 0.0, -0.8], [0.2, 0.4, 0.5], [0.8, -0.6, -0.6], [-0.2, 0.0, -0.6], [0.0, 0.9, -0.1], [0.0, -0.1, -0.4], [1.1, -0.5, 0.1], [0.3, 0.1, 0.0], [0.0, -0.1, 0.3], [-0.2, 0.1, 0.2], [0.8, 1.0, 0.3], [0.0, -0.3, 0.1], [-0.1, 1.0, 0.2], [0.4, 0.7, -0.1], [0.3, 0.2, 1.0], [0.4, -0.1, 0.1], [-0.6, 0.1, 0.5], [0.5, 0.3, 0.8], [0.4, -0.3, -0.2], [-0.5, 0.3, -0.3], [0.1, 0.3, 0.4], [-0.3, 0.4, 0.1], [0.0, 0.6, -0.2], [0.9, 1.3, 0.1], [1.2, -1.0, -0.8], [-0.5, 0.2, 0.4], [-0.4, 1.0, 0.2], [-0.1, -0.3, -0.7], [0.6, -0.3, 1.9], [0.1, 0.1, -2.2], [0.3, 0.3, 1.8], [0.2, -0.7, -0.7], [-0.6, 1.2, 0.9], [0.4, 0.6, -0.1], [0.3, 0.9, 1.2], [-0.4, -0.3, 0.3], [0.3, -0.4, 0.6], [-0.1, -0.3, -0.5], [0.1, -0.2, -0.5], [-0.3, -0.2, -0.1], [0.2, 0.5, 0.4], [0.3, -0.1, 0.3], [-0.6, -0.1, -0.6], [-0.1, -0.4, 0.3], [-0.3, 0.2, -0.7], [-0.2, -0.1, 0.2], [0.2, -0.2, -0.2], [-0.1, -0.3, 0.1], [0.2, -0.4, -0.2], [-0.9, -0.9, -0.2], [0.1, -0.1, -0.9], [-0.5, -1.0, 1.8], [1.7, 0.2, 1.4], [-1.3, -0.2, -1.0], [0.8, -0.5, 2.1], [-0.2, 2.0, -3.1], [2.3, 0.3, 0.0], [-0.6, 1.4, -0.7], [0.0, 0.1, -0.3], [0.8, -0.1, -1.0], [-0.8, 0.0, -0.6], [-0.2, 0.2, -0.2], [-0.6, -0.7, 0.3], [-1.0, -0.2, 0.2], [-0.6, -0.9, 0.3], [0.3, -0.7, 0.8]], "charge": -2, "gap_ev": [4.4, 4.5], "multiplicity": 8, "homo_ha": [-0.026, -0.027]}

---

(2)
{"formula": "C53H55N5O5S4Ti", "method": "ωB97M-V/def2-TZVPD", "species": ["Ti", "C", "C", "N", "C", "C", "S", "C", "C", "S", "C", "N", "C", "H", "H", "H", "H", "H", "H", "H", "H", "C", "C", "C", "C", "C", "C", "C", "C", "C", "C", "C", "C", "N", "C", "C", "N", "C", "C", "C", "C", "C", "C", "C", "C", "C", "C", "C", "C", "C", "C", "C", "C", "C", "C", "C", "C", "C", "C", "H", "H", "H", "H", "H", "H", "H", "H", "H", "H", "H", "H", "H", "H", "H", "H", "H", "H", "H", "H", "H", "H", "H", "H", "H", "H", "H", "H", "H", "H", "H", "H", "H", "H", "H", "H", "H", "H", "H", "H", "O", "C", "O", "C", "C", "C", "C", "C", "C", "N", "O", "O", "H", "H", "H", "H", "C", "O", "C", "S", "S", "H", "H", "H"], "positions_angstrom": [[-0.14663, -0.19161, 0.40673], [-3.30062, -0.82456, -3.25233], [-1.82197, -0.59716, -3.26370], [-1.01199, -0.81439, -2.27818], [0.29797, -0.49521, -2.61790], [0.46464, -0.02828, -3.87812], [-1.04545, 0.02052, -4.67983], [1.41750, -0.77113, -1.67482], [2.22430, -1.80908, -1.87557], [3.43442, -1.97108, -0.63958], [2.89417, -0.27380, 0.12350], [1.65153, 0.03840, -0.54034], [3.09229, 1.12144, 2.25919], [-3.77386, -0.03350, -2.66802], [-3.52741, -1.78165, -2.78381], [-3.69539, -0.81527, -4.26736], [1.37810, 0.28643, -4.35662], [2.11171, -2.55616, -2.64590], [2.93831, 1.89079, 1.50404], [4.13691, 1.13212, 2.55799], [2.48357, 1.39082, 3.11557], [2.72983, -3.88560, 2.08102], [2.62363, -2.62769, 2.96001], [3.12653, -3.00048, 4.36718], [3.36205, -1.43424, 2.34328], [4.71610, -1.50331, 2.20852], [5.59417, -0.64593, 1.48242], [5.31672, 0.27890, 0.46243], [4.14031, 0.53976, -0.20906], [4.20749, 1.60997, -1.28378], [3.73680, 2.96020, -0.72100], [3.48266, 1.32739, -2.60071], [2.62752, -0.25113, 1.69951], [1.16961, -0.27843, 1.87201], [0.62450, -0.13522, 3.14017], [-0.72537, 0.02538, 3.15830], [-1.35317, 0.11732, 1.94519], [-2.61650, 0.79794, 1.98784], [-3.81234, 0.09397, 1.82172], [-5.01585, 0.79186, 1.86482], [-5.04381, 2.15460, 2.10743], [-3.85273, 2.83707, 2.29008], [-2.62662, 2.18500, 2.21940], [-1.35336, 3.01730, 2.33373], [-1.42447, 4.26734, 1.44138], [-1.06979, 3.47545, 3.77172], [-3.82114, -1.40064, 1.57826], [-4.12602, -1.67136, 0.10263], [-4.80464, -2.12398, 2.49981], [-1.22163, 0.09625, 4.54047], [-2.43827, 0.18864, 5.15296], [-2.48136, 0.27067, 6.57690], [-1.35090, 0.26763, 7.34864], [-0.07133, 0.16066, 6.72666], [1.19739, 0.16417, 7.37693], [2.33435, 0.08326, 6.62234], [2.31081, -0.02509, 5.19873], [1.11145, -0.05613, 4.54529], [-0.05996, 0.05804, 5.35026], [2.15644, -4.69653, 2.53873], [3.77565, -4.20274, 1.99039], [2.33142, -3.72544, 1.08266], [1.56475, -2.37815, 3.02551], [4.21919, -3.02607, 4.40718], [2.76520, -3.99879, 4.62434], [2.77676, -2.31410, 5.13412], [5.21270, -2.32527, 2.71733], [6.64876, -0.76775, 1.71194], [6.18278, 0.83525, 0.11287], [5.26875, 1.71040, -1.52256], [2.70286, 2.89120, -0.38252], [3.78301, 3.73263, -1.49297], [4.35568, 3.27315, 0.12355], [2.40481, 1.41647, -2.47713], [3.71413, 0.33119, -2.98244], [3.79736, 2.06802, -3.34056], [-5.94633, 0.26013, 1.69818], [-5.98815, 2.68674, 2.13891], [-3.87272, 3.90730, 2.46264], [-0.52158, 2.40165, 1.99616], [-1.99340, 5.06217, 1.93474], [-1.89595, 4.06292, 0.47992], [-0.42124, 4.65065, 1.24387], [-1.93394, 4.01993, 4.16532], [-0.21071, 4.15169, 3.77924], [-0.85775, 2.64910, 4.44605], [-2.82513, -1.78436, 1.78503], [-5.13025, -1.31324, -0.15337], [-4.05931, -2.73831, -0.12089], [-3.41308, -1.13844, -0.52673], [-5.83631, -1.80904, 2.32019], [-4.56893, -1.93527, 3.55078], [-4.75058, -3.20034, 2.32838], [-3.35809, 0.22854, 4.58165], [-3.44829, 0.35747, 7.05901], [-1.42293, 0.35517, 8.42739], [1.25530, 0.23574, 8.45752], [3.29880, 0.09061, 7.11766], [3.25117, -0.09517, 4.66700], [-2.87799, 1.52526, -1.19720], [-1.72968, 1.92251, -1.15218], [-0.79564, 1.26395, -0.42600], [-1.22910, 3.07982, -1.88837], [-2.10873, 3.83882, -2.67984], [-1.67455, 4.94857, -3.36196], [-0.31797, 5.34628, -3.27546], [0.58041, 4.57774, -2.49476], [0.12069, 3.46941, -1.82410], [0.12038, 6.47168, -3.94618], [-0.71084, 7.14162, -4.64102], [1.34361, 6.80949, -3.85735], [-3.14627, 3.52985, -2.72901], [-2.34165, 5.53757, -3.97295], [1.61451, 4.88649, -2.44816], [0.79021, 2.87053, -1.22356], [-2.87007, -5.29860, 1.32388], [-2.14552, -4.09879, 1.07802], [-0.92978, -4.20341, 0.50448], [-0.28188, -5.68252, 0.08091], [-0.10390, -2.73925, 0.27652], [-3.81737, -4.98075, 1.75151], [-2.33265, -5.94088, 2.02094], [-3.03104, -5.85463, 0.40151]], "atomic_forces_ev_per_a": [[0.2, -1.1, -0.1], [0.1, 0.1, 0.1], [-0.1, 0.0, -0.2], [0.4, 0.2, 0.1], [0.0, -0.2, 0.2], [0.0, 0.0, -0.1], [-0.1, 0.0, 0.0], [-0.1, 0.6, -0.4], [0.3, -0.2, 0.2], [-0.1, 0.0, 0.1], [0.1, -0.3, -0.1], [-0.2, -0.4, 0.1], [0.0, -0.1, 0.0], [0.0, 0.0, 0.0], [0.0, 0.0, 0.0], [0.0, 0.0, 0.0], [0.0, 0.0, 0.1], [0.0, 0.0, 0.0], [0.0, 0.0, 0.0], [0.0, 0.0, 0.0], [0.0, 0.0, 0.0], [0.0, 0.0, -0.1], [0.1, 0.0, 0.1], [0.0, 0.0, 0.0], [-0.1, -0.1, -0.1], [0.1, 0.2, 0.1], [-0.1, -0.1, 0.0], [0.0, 0.0, 0.0], [0.1, -0.1, -0.1], [-0.3, 0.1, 0.1], [0.0, 0.0, 0.0], [0.0, 0.0, 0.0], [-0.2, 0.0, 0.0], [0.2, 0.2, 0.5], [0.5, -0.1, 0.1], [-0.5, -0.1, 0.1], [-0.3, 0.1, 0.5], [0.3, 0.1, -0.1], [0.0, -0.1, 0.0], [0.0, 0.1, 0.0], [0.0, -0.1, 0.0], [0.0, 0.0, 0.0], [0.0, 0.1, 0.0], [-0.1, 0.1, 0.1], [0.0, -0.1, -0.1], [0.0, -0.1, -0.1], [-0.1, 0.1, -0.1], [0.0, 0.0, 0.1], [0.1, 0.0, 0.0], [0.0, 0.0, -0.2], [-0.1, 0.1, 0.1], [0.0, 0.0, -0.1], [0.1, 0.0, 0.0], [0.0, 0.0, 0.1], [-0.1, 0.0, 0.0], [0.0, 0.0, -0.1], [0.1, 0.1, 0.1], [0.0, -0.1, -0.1], [0.1, 0.0, -0.1], [0.0, 0.0, 0.0], [-0.1, 0.0, 0.0], [0.0, 0.0, 0.1], [0.0, 0.0, 0.0], [0.0, 0.0, 0.0], [0.0, 0.0, 0.0], [0.0, 0.0, 0.0], [0.0, 0.0, 0.0], [0.0, 0.0, 0.0], [0.0, 0.0, 0.0], [0.1, 0.0, 0.0], [0.0, 0.0, 0.0], [0.0, 0.0, 0.0], [0.0, 0.0, 0.0], [0.0, 0.0, 0.0], [0.0, 0.0, 0.0], [0.0, 0.0, 0.0], [0.0, 0.0, 0.0], [0.0, 0.0, 0.0], [0.0, 0.0, 0.0], [0.1, -0.1, 0.0], [0.0, 0.0, 0.0], [0.1, 0.0, 0.0], [0.0, 0.0, 0.0], [0.0, 0.0, 0.0], [0.0, 0.0, 0.0], [0.0, -0.1, 0.0], [0.1, 0.0, 0.0], [0.1, 0.0, 0.0], [0.0, 0.0, 0.0], [0.0, 0.0, 0.0], [0.0, 0.0, 0.0], [0.0, 0.0, 0.0], [0.0, 0.0, 0.0], [0.0, 0.0, 0.0], [0.0, 0.0, 0.0], [0.0, 0.0, 0.0], [0.0, 0.0, 0.0], [0.0, 0.0, 0.0], [0.0, 0.0, 0.0], [-0.3, 0.0, 0.1], [0.5, -0.3, 0.0], [-1.0, 1.3, -0.7], [0.2, 0.0, 0.0], [0.0, 0.1, 0.0], [0.0, -0.1, 0.0], [0.0, -0.1, 0.0], [-0.1, 0.0, 0.0], [-0.1, 0.1, 0.0], [0.1, 0.1, -0.1], [0.2, -0.1, 0.1], [-0.2, -0.1, 0.0], [0.0, 0.0, 0.0], [0.0, 0.0, 0.0], [0.0, 0.0, 0.0], [0.1, 0.0, 0.0], [0.0, 0.0, 0.0], [0.0, -0.1, 0.0], [-0.2, 0.1, 0.1], [0.0, 0.1, 0.0], [0.4, -0.1, -0.2], [0.0, 0.0, 0.0], [0.0, 0.0, 0.0], [0.0, 0.0, 0.0]], "charge": -2, "de_lowest_ev": 2.560, "gap_ev": [4.4, 5.8], "multiplicity": 3, "homo_ha": [-0.026, -0.085]}

---

no.,molecular weight (g/mol)
1,1004.20
2,1018.19